Entry 1:
{"formula": "C32H56IrN3OP2", "method": "ωB97M-V/def2-TZVPD", "species": ["C", "C", "C", "C", "C", "H", "H", "H", "N", "P", "P", "C", "H", "H", "C", "H", "C", "C", "C", "C", "C", "H", "H", "H", "C", "H", "H", "H", "C", "H", "H", "H", "C", "H", "H", "H", "C", "H", "H", "H", "C", "H", "H", "H", "C", "H", "H", "H", "C", "H", "H", "H", "C", "H", "H", "H", "C", "H", "H", "H", "C", "H", "H", "H", "C", "H", "H", "H", "Ir", "C", "O", "N", "C", "C", "C", "C", "C", "H", "H", "H", "H", "H", "H", "H", "H", "H", "C", "C", "C", "N", "H", "H", "H", "H", "H"], "xyz": [[1.24461, -0.67376, -2.66819], [-0.59754, -2.00979, -1.91439], [1.57331, -1.62191, -3.63092], [-0.14679, -3.05907, -2.75889], [0.92006, -2.85008, -3.60399], [2.39632, -1.40747, -4.31520], [-0.74515, -3.97713, -2.76784], [1.23996, -3.64638, -4.27656], [0.19677, -0.87809, -1.84953], [1.91334, 1.31374, -0.82173], [-2.45579, -0.54674, -0.40969], [2.00373, 0.64738, -2.54983], [3.03828, 0.51800, -2.90369], [1.52930, 1.37594, -3.23102], [-1.84268, -2.01558, -1.23386], [-2.48027, -2.89279, -1.35991], [-3.05711, -0.76970, 1.41402], [-3.99392, -0.31201, -1.53885], [3.40515, 0.45147, 0.00952], [2.31581, 3.14233, -0.98777], [-2.11011, -0.03074, 2.36846], [-2.13172, 1.04837, 2.18380], [-2.45076, -0.19945, 3.40071], [-1.07004, -0.37105, 2.28762], [-4.45194, -0.17026, 1.67688], [-4.48114, 0.89781, 1.42078], [-5.26010, -0.71184, 1.17088], [-4.65486, -0.24892, 2.75778], [-3.05023, -2.25420, 1.77601], [-3.46177, -2.36772, 2.79297], [-3.65620, -2.86868, 1.09746], [-2.02292, -2.63500, 1.77445], [-4.65127, 1.04635, -1.25568], [-3.91063, 1.85556, -1.20626], [-5.34470, 1.26688, -2.07631], [-5.25930, 1.02683, -0.34884], [-3.57814, -0.36254, -3.02105], [-2.77585, 0.33393, -3.28272], [-3.29014, -1.37641, -3.32335], [-4.47256, -0.10963, -3.60805], [-5.00752, -1.46507, -1.36157], [-4.54093, -2.45225, -1.47350], [-5.54995, -1.43855, -0.40879], [-5.75373, -1.37184, -2.16579], [2.74189, 3.68827, 0.38367], [2.87833, 4.77663, 0.28846], [1.95046, 3.50349, 1.12764], [3.69929, 3.27784, 0.72829], [1.06204, 3.91262, -1.41903], [0.67924, 3.58464, -2.39214], [0.27782, 3.83912, -0.65877], [1.33568, 4.97400, -1.51134], [3.38776, 3.38897, -2.05833], [3.09452, 2.97954, -3.03336], [3.49465, 4.47682, -2.16906], [4.37173, 2.99766, -1.79082], [3.32404, -1.06246, -0.24968], [3.49316, -1.30671, -1.30832], [4.11090, -1.56990, 0.33212], [2.36322, -1.48469, 0.07007], [3.36585, 0.71409, 1.52122], [2.40570, 0.42939, 1.96964], [4.15427, 0.10334, 1.98775], [3.61008, 1.75343, 1.76760], [4.76197, 0.94611, -0.52257], [4.85665, 0.86986, -1.61223], [4.99892, 1.96666, -0.20353], [5.54641, 0.30577, -0.09123], [-0.36625, 0.66434, -0.49073], [-1.10995, 1.71821, -1.81187], [-1.59276, 2.35993, -2.66328], [1.24428, -1.18499, 2.77939], [1.41341, -2.32250, 2.56088], [1.38696, -3.80371, 2.45929], [0.16409, -4.23824, 1.62457], [2.70371, -4.31864, 1.87863], [1.23896, -4.28009, 3.90129], [-0.76765, -4.05551, 2.18392], [0.09800, -3.70991, 0.66420], [0.20721, -5.31536, 1.37554], [3.52891, -3.88744, 2.45125], [2.75550, -5.41280, 1.96430], [2.83699, -4.03140, 0.82962], [1.11206, -5.36187, 3.96726], [2.12982, -3.98188, 4.45885], [0.37781, -3.79127, 4.37072], [-0.90128, 5.45555, 1.60245], [-0.73474, 4.11969, 2.34874], [-0.42135, 2.99679, 1.49269], [-0.38454, 2.00542, 0.87912], [0.06747, 5.83402, 1.25030], [-1.32875, 6.20988, 2.27044], [-1.57475, 5.36012, 0.74025], [0.08516, 4.19512, 3.07489], [-1.65376, 3.88209, 2.90370]], "forces_ev_per_a": [[4.4845, 1.3444, -3.1793], [0.8391, 0.6651, -0.1814], [-0.1961, -0.8934, 0.2309], [-3.9649, -0.6253, 2.9733], [4.3698, 0.8162, -3.5845], [-0.3117, -0.2430, 0.1536], [0.3468, 0.3532, -0.1356], [-0.1018, 0.2763, 0.1891], [-5.7645, -0.6007, 4.2948], [2.4467, -0.6743, -1.8655], [-1.1220, -1.5769, -0.3939], [-0.7320, -0.7254, -0.2211], [-0.3069, 0.0886, 0.2313], [0.1043, 0.0441, 0.1984], [0.4335, -0.3866, 0.4553], [0.2064, 0.2286, 0.1455], [-0.1433, 0.2856, 1.0462], [-0.0467, 0.6618, -0.4202], [-0.0613, -0.4269, 0.8621], [-0.7175, 0.5583, 0.3646], [0.3749, 0.0751, -0.0653], [-0.1635, -0.2147, 0.1503], [0.1181, -0.0278, -0.3251], [-0.1479, -0.0092, 0.1094], [-0.1958, 0.1453, -0.3127], [-0.1013, -0.3658, 0.1916], [0.3013, 0.3612, 0.2534], [0.2476, -0.0400, -0.3360], [0.2498, -0.4383, -0.4094], [0.1415, 0.1233, -0.3450], [0.0617, 0.1339, 0.1701], [-0.2812, 0.0223, 0.0169], [-0.2420, 0.0057, 0.0075], [-0.2669, -0.0453, 0.0052], [0.2124, 0.0413, 0.0905], [0.2398, 0.1377, -0.2404], [0.2121, -0.1345, -0.0332], [-0.2163, -0.1264, -0.0495], [0.0597, 0.1769, 0.0299], [0.3392, 0.0312, 0.1027], [0.0700, -0.2519, 0.5137], [-0.2010, 0.1999, -0.0103], [0.1986, -0.0704, -0.4655], [0.2604, 0.0625, 0.2130], [0.1994, 0.1824, -0.1029], [-0.1134, -0.2819, 0.0252], [0.4647, 0.0853, -0.0276], [-0.4679, 0.2359, -0.0819], [-0.0419, 0.1375, -0.0696], [0.0678, 0.1261, 0.1691], [0.0391, 0.1411, -0.3305], [-0.1262, -0.2968, -0.0194], [0.3565, -0.2514, -0.2235], [0.1104, 0.2215, 0.1948], [-0.1120, -0.2351, 0.0269], [-0.3101, 0.1327, -0.1302], [-0.2293, -0.1171, -0.2185], [-0.0354, 0.0309, 0.2779], [-0.2593, 0.2703, -0.1607], [0.0917, 0.0437, -0.0283], [0.0247, 0.0646, 0.3038], [0.3833, 0.1315, -0.0720], [-0.3088, 0.0796, -0.0951], [-0.1591, -0.4133, -0.0055], [0.0428, 0.2890, -0.3454], [0.0333, 0.0242, 0.2064], [-0.0637, -0.2832, -0.1184], [-0.3642, 0.0248, -0.0287], [1.1289, -1.8387, 1.2329], [-2.4809, 4.1208, -5.5313], [1.6445, -2.2449, 3.1593], [0.3252, -2.2673, -0.7384], [-1.0012, 1.9145, 0.5081], [-0.0194, -0.1851, -0.2607], [-0.2418, -0.2012, -0.1176], [0.2373, 0.0558, -0.0969], [-0.0801, 0.2297, 0.5550], [0.4171, -0.1639, -0.1749], [0.1134, 0.0626, 0.1067], [0.1166, 0.4668, 0.3435], [0.0421, -0.1771, -0.0801], [-0.0635, 0.3343, -0.0599], [-0.0754, -0.1118, 0.0965], [0.0696, 0.0675, -0.1417], [-0.1007, -0.1897, 0.0948], [0.1060, -0.1973, -0.0188], [0.0838, 0.2682, -0.5024], [0.4438, 0.6828, 0.2779], [-0.8634, -1.6683, -0.3374], [-0.0790, 2.4799, 1.8373], [-0.2728, -0.1310, 0.0833], [0.1253, -0.2844, -0.0172], [0.1515, -0.0020, 0.2457], [-0.1789, -0.0375, 0.0869], [0.1953, -0.2866, -0.1218]], "multiplicity": 6, "e_lumo_ha": [-0.328, -0.489], "orbital_gap_ev": [5.28, 4.94], "total_charge": 3, "max_force_ev_per_a": 7.33, "energy_ev": -61995.59447, "s_squared": 8.802, "e_homo_ev": [-14.204, -18.240]}

Entry 2:
{"formula": "C32H56N4O3PReSSi", "method": "ωB97M-V/def2-TZVPD", "species": ["Re", "N", "C", "C", "N", "C", "C", "N", "C", "C", "N", "H", "H", "H", "H", "H", "H", "C", "C", "C", "C", "P", "C", "C", "C", "C", "C", "C", "C", "C", "C", "C", "H", "H", "H", "H", "H", "H", "H", "H", "H", "H", "H", "H", "H", "H", "H", "H", "H", "H", "H", "H", "H", "H", "H", "C", "C", "C", "C", "O", "Si", "S", "O", "C", "C", "C", "C", "O", "C", "C", "C", "C", "H", "H", "H", "H", "H", "H", "H", "H", "H", "H", "H", "H", "H", "H", "H", "H", "H", "H", "H", "H", "H", "H", "H", "H", "H", "H", "H"], "xyz": [[0.55364, 0.52737, 0.20730], [1.13588, 4.27440, 1.76845], [-0.23938, 4.40460, 1.78089], [-0.74761, 3.23155, 1.31978], [0.30755, 2.38700, 1.03463], [1.42846, 3.06203, 1.29836], [2.66629, 2.34313, 1.02516], [2.52507, 1.09244, 0.56898], [3.80404, 0.62961, 0.29804], [4.69337, 1.59843, 0.62555], [3.95273, 2.67383, 1.08425], [1.78537, 4.99012, 2.06317], [-0.71708, 5.30608, 2.11779], [-1.76986, 2.92690, 1.19474], [3.98558, -0.35643, -0.08710], [5.76683, 1.62860, 0.58512], [4.34481, 3.55006, 1.39985], [-2.57391, -2.06605, 0.29408], [-2.12191, -1.45101, 1.61764], [-2.77425, -0.08002, 1.80969], [-2.52721, -2.37004, 2.78419], [-0.29058, -1.20228, 1.70048], [0.14183, -0.78642, 3.39980], [0.34542, -1.82033, 4.32145], [0.62894, -1.52936, 5.64428], [0.70827, -0.20915, 6.06867], [0.49353, 0.82306, 5.16780], [0.20796, 0.53420, 3.84061], [0.78441, -2.57991, 1.10100], [0.25145, -4.00047, 1.30684], [2.16494, -2.46296, 1.76540], [0.94354, -2.27698, -0.39373], [-3.66378, -2.10222, 0.30712], [-2.22352, -3.08798, 0.16434], [-2.28756, -1.48144, -0.57921], [-3.84863, -0.23771, 1.90872], [-2.61731, 0.57177, 0.94762], [-2.43331, 0.42288, 2.71550], [-3.60773, -2.50496, 2.72048], [-2.30851, -1.93106, 3.75574], [-2.07365, -3.35686, 2.72336], [0.27469, -2.85667, 4.02223], [0.77992, -2.33686, 6.34664], [0.92399, 0.01052, 7.10445], [0.52924, 1.84898, 5.50429], [-0.00725, 1.35304, 3.16593], [0.10861, -4.24891, 2.35640], [0.99619, -4.69600, 0.91378], [-0.67869, -4.18764, 0.77503], [2.17739, -2.85982, 2.77687], [2.52568, -1.43526, 1.82484], [2.87332, -3.04191, 1.17077], [0.01036, -2.30261, -0.95193], [1.63768, -2.98982, -0.84537], [1.42906, -1.27548, -0.57432], [-1.16739, 5.76535, -2.15835], [-0.05789, 4.87303, -2.67089], [1.19272, 4.96615, -1.81688], [0.25019, 5.13870, -4.13316], [-0.57100, 3.49324, -2.53821], [-0.11340, 2.16288, -3.28218], [-0.62696, 0.50690, -1.54536], [-0.96658, 1.50614, -4.42502], [-2.31383, 1.62172, -5.06167], [-2.71692, 0.19564, -5.36642], [-2.11681, 2.43820, -6.32133], [-3.25536, 2.29182, -4.08606], [1.45495, 1.89624, -3.30706], [2.37049, 1.23714, -4.27490], [2.05325, 1.71872, -5.67651], [2.15645, -0.25733, -4.12579], [3.75561, 1.66560, -3.83687], [-0.83465, 6.80184, -2.14269], [-1.45384, 5.47616, -1.14744], [-2.04663, 5.70236, -2.79654], [1.61694, 5.96821, -1.87233], [1.94698, 4.25520, -2.15603], [0.93634, 4.76005, -0.77949], [0.56693, 6.17107, -4.27152], [-0.63650, 4.98175, -4.74509], [1.05691, 4.49753, -4.49134], [-1.96641, -0.29015, -5.98670], [-3.66144, 0.18857, -5.90770], [-2.84820, -0.38076, -4.45157], [-1.43348, 1.94095, -7.00734], [-1.72883, 3.42912, -6.08871], [-3.07210, 2.56519, -6.82780], [-3.33644, 1.72405, -3.15741], [-4.25084, 2.34459, -4.52464], [-2.93868, 3.30711, -3.85295], [1.06149, 1.40464, -5.99433], [2.77669, 1.29709, -6.37347], [2.12859, 2.80344, -5.74455], [1.13217, -0.53141, -4.37975], [2.37284, -0.57230, -3.10246], [2.82087, -0.80477, -4.79316], [3.86291, 2.74834, -3.88531], [4.50359, 1.22242, -4.49229], [3.95615, 1.33415, -2.81617]], "forces_ev_per_a": [[0.4507, -0.7034, 0.4642], [-0.1523, -0.1286, -0.0087], [0.0937, -0.0320, 0.0104], [0.1466, -0.0953, 0.1229], [-0.2284, 0.4988, -0.1618], [0.2476, -0.1922, 0.0211], [-0.2173, 0.2017, 0.1763], [0.4262, 0.2508, -0.3302], [-0.1230, -0.0053, 0.0957], [-0.0763, 0.0627, 0.0401], [-0.0704, -0.1856, -0.1005], [0.0068, 0.0014, 0.0049], [-0.0597, 0.0593, 0.0185], [-0.0749, 0.0097, -0.0455], [0.0237, -0.0698, -0.0392], [0.0710, -0.0235, -0.0137], [0.0059, 0.0138, 0.0075], [-0.0597, -0.0607, -0.0308], [-0.0204, -0.1705, 0.0404], [-0.0767, 0.0598, -0.0277], [-0.1121, 0.0543, -0.0624], [-0.0602, 0.6156, 0.1201], [-0.0318, -0.1135, 0.0649], [0.0659, 0.0468, 0.0027], [-0.0101, -0.0237, -0.0243], [0.0021, 0.0206, -0.0208], [-0.0114, -0.1158, -0.0116], [-0.0529, 0.1560, 0.0034], [0.0615, -0.2087, 0.1392], [0.0183, -0.0406, -0.1671], [0.0477, -0.0119, -0.0255], [-0.2443, 0.0064, 0.0475], [-0.0322, -0.0218, -0.0176], [-0.0234, 0.0204, -0.0020], [0.0437, 0.0690, 0.0088], [-0.0376, 0.0298, 0.0223], [0.0292, -0.0269, -0.0096], [0.0199, 0.0035, 0.0460], [-0.0217, -0.0389, 0.0176], [0.0141, 0.0161, -0.0093], [0.0446, -0.0509, -0.0097], [-0.0248, -0.0176, -0.0240], [-0.0014, -0.0122, 0.0298], [0.0125, 0.0138, 0.0357], [-0.0013, 0.0543, 0.0075], [0.0147, -0.0622, 0.0048], [0.0093, 0.0387, 0.0274], [-0.0042, -0.0279, 0.0005], [0.0227, -0.0063, 0.0252], [-0.0288, -0.0232, -0.0164], [0.0343, 0.0978, -0.0319], [0.0392, -0.0255, 0.0213], [-0.0294, -0.0730, -0.0046], [0.0667, 0.1209, -0.0680], [0.1129, 0.0026, -0.0465], [0.0042, 0.0122, 0.0162], [0.0252, -0.0651, -0.1136], [0.0444, 0.0495, -0.0325], [-0.0530, 0.0477, 0.0318], [-0.0114, -0.0360, 0.1207], [0.0251, -0.0422, 0.0015], [-0.2894, 0.0399, -0.3884], [-0.0714, 0.0066, -0.0530], [0.1844, -0.0453, 0.0443], [-0.0496, -0.0026, -0.0268], [-0.0012, 0.0015, -0.0010], [-0.1074, 0.0312, 0.0187], [0.1121, 0.1750, -0.0476], [-0.1670, -0.0411, 0.1282], [0.0627, -0.0098, -0.0392], [0.0745, -0.0298, -0.0409], [0.0315, -0.0490, -0.0047], [0.0119, 0.0488, -0.0093], [-0.0011, -0.0080, 0.0465], [-0.0275, -0.0222, -0.0239], [-0.0146, 0.0360, -0.0122], [0.0179, -0.0334, -0.0160], [-0.0328, -0.0244, 0.1169], [0.0228, 0.0418, 0.0036], [-0.0490, -0.0021, -0.0342], [0.0510, -0.0519, -0.0194], [0.0261, -0.0120, -0.0338], [-0.0383, 0.0050, -0.0193], [0.0050, -0.0213, 0.0666], [0.0311, -0.0162, -0.0113], [0.0133, 0.0400, 0.0080], [-0.0412, -0.0138, -0.0233], [0.0211, -0.0514, 0.0359], [-0.0247, -0.0028, -0.0155], [0.0275, 0.0510, -0.0072], [-0.0517, -0.0121, 0.0087], [0.0141, -0.0146, -0.0168], [0.0105, 0.0463, 0.0092], [-0.0511, 0.0041, 0.0013], [-0.0142, -0.0094, 0.0357], [0.0331, 0.0081, -0.0190], [-0.0193, 0.0382, -0.0161], [0.0304, -0.0178, -0.0125], [-0.0089, -0.0055, 0.0262]], "multiplicity": 2, "e_lumo_ha": [-0.373, -0.366], "orbital_gap_ev": [6.71, 7.03], "total_charge": 3, "max_force_ev_per_a": 0.96, "energy_ev": -76308.97319, "s_squared": 0.758, "e_homo_ev": [-16.873, -16.994]}